Entry 1:
Formula: C7H25N10O6Tl
Source: the Open Molecules 2025 dataset
Level of theory: the ωB97M-V functional and the def2-TZVPD basis

Computed properties:
Lowest unoccupied orbital energy, eV: -10.828
E_HOMO, hartree: -0.5487
M, g mol⁻¹: 549.7
Total charge: +2
Gap between HOMO and LUMO, eV: 4.10

XYZ file:
```
49
Properties=species:S:1:pos:R:3:forces:R:3:nbo_charge:R:1
Tl -0.469 0.846 -0.357 0.566 -0.408 0.542 1.312
C 2.564 4.374 -0.617 0.651 0.202 -0.176 -0.641
C 2.672 3.078 0.200 -1.301 2.401 -0.099 -0.155
O 2.040 2.056 -0.302 0.127 -1.603 0.012 -0.232
H 1.626 4.875 -0.366 -0.180 -0.207 -0.241 0.251
H 2.678 4.135 -1.673 -0.451 0.041 -0.042 0.241
H 3.346 5.105 -0.408 0.089 -0.211 0.334 0.248
H 2.487 3.263 1.279 0.201 -0.518 0.217 0.242
H 3.786 2.893 0.217 0.011 -0.718 -0.127 0.383
C -4.299 1.040 -0.797 -0.116 -0.896 1.322 0.789
O -3.203 1.492 -0.442 0.874 0.471 -0.640 -0.690
N -5.411 1.812 -0.884 0.219 -0.137 -0.429 -0.803
N -4.509 -0.301 -0.897 -0.074 0.083 -0.394 -0.825
H -5.280 2.806 -0.953 -0.022 0.014 -0.017 0.421
H -6.201 1.406 -1.358 -0.156 0.289 0.021 0.401
H -5.426 -0.690 -1.030 -0.006 0.054 -0.076 0.404
H -3.767 -0.938 -0.675 0.138 0.171 0.067 0.413
C 0.955 -0.187 -4.035 -0.756 -1.017 -0.130 0.794
O 0.560 0.177 -2.922 0.025 0.584 0.388 -0.745
N 1.463 -1.441 -4.209 0.027 0.681 0.033 -0.825
N 0.781 0.546 -5.157 0.174 0.338 0.325 -0.815
H 1.748 -1.773 -5.112 0.052 -0.217 0.089 0.405
H 1.450 -2.033 -3.402 0.104 -0.148 -0.090 0.405
H 0.517 1.506 -5.022 -0.044 0.007 -0.177 0.413
H 1.097 0.246 -6.061 0.064 0.054 -0.004 0.407
C 0.918 -0.395 3.313 -1.072 1.584 -0.255 0.792
O 0.619 -0.100 2.152 0.556 0.119 -0.187 -0.714
N -0.038 -0.939 4.129 0.327 -0.342 -0.008 -0.832
N 2.096 -0.027 3.874 0.091 -0.829 0.571 -0.824
H 0.104 -1.044 5.119 0.067 0.125 0.002 0.396
H -0.967 -0.682 3.838 -0.050 -0.291 -0.047 0.412
H 2.706 0.638 3.444 -0.013 -0.156 -0.282 0.406
H 2.285 -0.302 4.823 0.154 0.195 0.013 0.402
C -2.764 -1.537 1.985 0.523 0.445 -0.385 0.771
O -2.248 -0.566 1.405 -0.083 -0.006 -0.429 -0.725
N -2.121 -2.712 2.116 0.035 -0.954 0.172 -0.820
N -3.988 -1.436 2.543 0.077 -0.195 0.069 -0.818
H -1.267 -2.916 1.630 0.121 0.535 -0.032 0.420
H -2.511 -3.502 2.603 -0.214 0.139 0.010 0.402
H -4.512 -0.600 2.357 -0.051 0.009 0.136 0.423
H -4.420 -2.229 2.983 -0.205 0.124 0.011 0.406
C 2.672 -1.739 -0.467 -0.375 0.337 1.318 0.783
O 1.575 -1.183 -0.339 -0.417 -0.152 -0.831 -0.670
N 3.802 -1.098 -0.079 -0.111 -0.280 -0.416 -0.821
N 2.804 -3.039 -0.820 0.089 -0.035 -0.452 -0.822
H 3.642 -0.263 0.450 0.282 0.014 0.073 0.406
H 4.692 -1.560 -0.126 0.144 0.273 0.154 0.406
H 3.639 -3.559 -0.620 0.053 0.033 -0.144 0.409
H 2.073 -3.504 -1.327 -0.147 -0.002 0.232 0.410
```
Positions in Å, forces in eV/Å.

Entry 2:
Formula: C3H9NO2
Source: the Open Molecules 2025 dataset
Level of theory: the ωB97M-V functional and the def2-TZVPD basis

Computed properties:
Lowest unoccupied orbital energy, eV: 0.680
SMILES: CC(=O)O.CN
E_HOMO, hartree: -0.3647
M, g mol⁻¹: 91.1
ΔE to the lowest compared entry with this formula, charge and spin, eV: 2.682
Gap between HOMO and LUMO, eV: 10.60

XYZ file:
```
15
Properties=species:S:1:pos:R:3:forces:R:3:nbo_charge:R:1
C -0.905 1.885 -0.625 -1.302 -2.037 -0.144 -0.423
N -0.807 1.941 -2.130 -0.093 1.802 1.616 -0.809
H -0.329 -2.708 2.737 1.374 1.484 -3.905 0.523
H -1.274 2.847 -2.253 0.674 0.056 -0.663 0.341
H -1.546 1.377 -2.477 -0.434 -1.203 -0.403 0.343
H -0.179 1.228 -0.142 0.203 -0.081 -0.450 0.180
H -1.915 1.429 -0.360 1.098 0.870 0.125 0.174
H -0.768 2.837 -0.151 -0.156 0.604 -0.057 0.195
C 1.313 -1.276 0.227 3.376 -2.363 -1.095 -0.736
C 0.972 -1.736 1.514 -0.213 -2.030 8.961 0.777
O -0.184 -2.420 1.701 -2.271 -1.217 0.321 -0.710
O 1.529 -1.680 2.641 1.289 1.498 -3.184 -0.623
H 1.961 -0.480 0.017 1.187 1.010 0.740 0.259
H 0.506 -1.114 -0.284 -5.248 1.512 -2.658 0.246
H 1.625 -2.130 -0.416 0.514 0.097 0.795 0.264
```
Positions in Å, forces in eV/Å.

Look up the lowest unoccupied orbital energy of the second one. 0.680 eV

What is the lowest unoccupied orbital energy in the first record? -10.828 eV

Which value of gap between HOMO and LUMO does entry 2 give? 10.60 eV